A 2-piece molecular cluster, C3H9NO2 overall, computed with ωB97M-V/def2-TZVPD.

```
15
Properties=species:S:1:pos:R:3:mulliken_charge:R:1
C 1.491 -3.081 0.023 -0.825
C 0.310 -2.017 -0.179 0.407
N 0.731 -0.695 -0.480 -0.202
C 0.589 0.200 -1.569 -0.786
O -0.907 -2.200 0.067 -0.546
H 1.742 -3.557 -1.022 0.224
H 1.005 -3.856 0.677 0.273
H 2.357 -2.604 0.419 0.344
H 0.780 -0.187 0.475 0.227
H 0.749 -0.188 -2.576 0.303
H -0.310 0.831 -1.628 0.283
H 1.419 0.916 -1.537 0.298
H -3.746 4.888 2.587 0.317
H -2.807 5.776 1.991 0.315
O -3.402 5.773 2.751 -0.632
```

Properties
Spin multiplicity ... 1
LUMO energy ... 0.023 Eh
HOMO level ... -8.9601 eV
HOMO-LUMO gap ... 9.6 eV
Structure (SMILES) ... CNC(C)=O.O
E_tot ... -8840.452 eV